Entry 1:
62
Properties=species:S:1:pos:R:3 method="wB97M-V/def2-TZVPD" charge=0 multiplicity=2 s_squared=0.771 fmax_ev_per_a=2.29 lumo_energy_ev="-0.4 / -0.4"
Ti 0.26630 -0.05749 0.57726
O 1.91802 2.26549 -1.86263
C 1.26911 1.27750 -1.53981
N 0.08743 1.22190 -0.89184
C -0.67445 2.34844 -0.54662
C -0.66831 3.59039 -1.16869
C -1.56791 4.56268 -0.75133
C -2.47575 4.29981 0.26516
C -2.50185 3.06050 0.89190
C -1.59095 2.08661 0.50129
N -1.47171 0.77850 0.98332
C -2.40652 0.10342 1.67521
O -3.43210 0.50219 2.20153
C -2.02371 -1.35968 1.70191
C -2.65604 -2.25684 2.53791
C -2.23933 -3.57830 2.53387
C -1.21349 -3.95311 1.67982
C -0.62622 -2.99157 0.87862
N -1.01997 -1.71685 0.87823
C 1.77486 -0.10274 -1.86648
C 3.03658 -0.26726 -2.41910
C 3.44431 -1.54101 -2.76692
C 2.55497 -2.59242 -2.58909
C 1.31861 -2.33092 -2.02531
N 0.93182 -1.11784 -1.63781
H 0.03031 3.78347 -1.96902
H -1.56399 5.53287 -1.23166
H -3.17662 5.06616 0.57064
H -3.22191 2.83575 1.66457
H -3.44905 -1.89276 3.17576
H -2.70233 -4.30262 3.19080
H -0.85233 -4.97131 1.65348
H 0.20237 -3.23806 0.23043
H 3.65554 0.60664 -2.56472
H 4.42733 -1.71305 -3.18466
H 2.82155 -3.60042 -2.87499
H 0.60000 -3.13351 -1.90248
O 1.80243 -1.07501 0.81816
N 1.60940 -1.26194 2.11429
O 0.56809 -0.54166 2.44132
C 4.29241 1.08851 1.57645
C 3.21128 1.42693 2.60547
As 1.55724 2.02596 1.71438
C 2.21207 3.71224 0.90602
C 3.10340 4.56618 1.80133
C 0.61449 2.85155 3.24336
C -0.15357 1.87602 4.13192
H 5.21987 0.79525 2.07037
H 4.50699 1.94359 0.93160
H 3.97023 0.26056 0.94462
H 3.55225 2.20447 3.28871
H 2.96628 0.54275 3.19367
H 1.31467 4.26026 0.61652
H 2.72457 3.45195 -0.01680
H 2.61608 4.80980 2.74599
H 3.33502 5.50513 1.29666
H 4.04729 4.06458 2.01887
H -0.06773 3.58962 2.81583
H 1.36025 3.38450 3.83364
H -0.97102 1.40642 3.58648
H -0.57716 2.40060 4.99007
H 0.49892 1.08650 4.50479



Entry 2:
58
Properties=species:S:1:pos:R:3 method="wB97M-V/def2-TZVPD" charge=+3 multiplicity=5 s_squared=6.048 fmax_ev_per_a=8.46 lumo_energy_ev="-9.9 / -13.3"
C 1.99772 3.39734 -1.62322
C 1.52358 1.93894 -1.55147
H 3.12723 3.36955 -1.78558
H 1.77175 3.82569 -0.64607
H 1.45656 3.96769 -2.42765
O 2.07625 0.85469 -1.20009
Cl -0.59687 2.33832 -1.03450
Ru -0.32840 -0.43842 -1.86593
P -0.23290 0.39017 -3.93439
C 0.59726 -0.82637 -4.97610
C -1.95005 0.57813 -4.49910
H -0.03215 2.79837 -3.91317
H 0.31891 2.05935 -5.50712
H 1.56251 2.01069 -4.21155
C 0.48815 1.98113 -4.42294
H -2.48032 1.23353 -3.79139
H -1.94620 1.03604 -5.49446
H 0.48948 -0.51706 -6.02011
H 0.14746 -1.81519 -4.81465
H -2.43463 -0.40923 -4.50654
H 1.66101 -0.85860 -4.70336
C 0.61514 -1.90549 -2.03645
O 1.29142 -2.87594 -2.14596
Cl -2.30244 -1.53870 -2.13717
C -2.43226 -4.32206 2.57024
C -3.13035 -3.37765 1.76591
C -2.53258 -2.24601 1.27598
C -1.18214 -1.99558 1.59564
C -0.44999 -2.88976 2.39617
C -1.06131 -4.02808 2.86035
Sb -0.21622 -0.23433 0.80744
C -1.14669 1.24318 2.12716
C -0.77176 2.62608 2.05381
C -1.57743 3.54096 2.69109
C -2.69231 3.20956 3.45851
C -2.98302 1.81224 3.59332
C -2.20784 0.84166 2.95750
C 1.80079 -0.61522 1.53223
C 2.38077 0.27657 2.45898
C 3.70924 0.00654 2.88395
C 4.40396 -1.08338 2.41245
C 3.82168 -1.96465 1.50614
C 2.49163 -1.73113 1.05486
H -2.89536 -5.19738 2.94271
H -4.19818 -3.58879 1.52724
H -3.07750 -1.55106 0.64824
H 0.58425 -2.67321 2.63521
H -0.49634 -4.74818 3.47972
H 0.07526 2.91352 1.49712
H -1.32144 4.63816 2.58548
H -3.30591 3.93320 3.93738
H -3.83240 1.50967 4.20737
H -2.42972 -0.18744 3.08835
H 1.83641 1.11453 2.82873
H 4.16660 0.70327 3.61291
H 5.45305 -1.27664 2.75846
H 4.35394 -2.83717 1.13065
H 2.04270 -2.41604 0.36760



Entry 3:
60
Properties=species:S:1:pos:R:3 method="wB97M-V/def2-TZVPD" charge=0 fmax_ev_per_a=0.86 lumo_energy_ev=0.5 smiles="CCCc1nc2ccc(NC(=O)NCCC(=O)OCC)cc2c(=O)n1Cc1cccc(Cl)c1"
C 3.69701 4.11478 -0.46665
C 2.93265 3.83131 -1.75320
H 3.34443 2.94525 -2.23395
H 3.03600 4.67865 -2.43385
C 1.44637 3.60526 -1.47674
C 1.19014 2.30833 -0.76467
N 2.07544 1.38412 -0.85153
C 1.86153 0.18440 -0.23743
C 2.84575 -0.81065 -0.29426
C 2.63431 -2.02139 0.31343
C 1.43757 -2.29941 0.99967
C 0.47177 -1.30993 1.08967
C 0.67728 -0.07856 0.46836
C -0.33310 0.96519 0.56222
O -1.39698 0.85363 1.14237
N 0.00474 2.16020 -0.08395
C -0.95270 3.24518 0.03350
C -0.45909 4.37552 0.89950
C 0.41200 4.12706 1.95216
C 0.86011 5.17687 2.73554
C 0.44254 6.47638 2.49750
C -0.43870 6.71637 1.45761
C -0.88438 5.67732 0.66046
H -1.56542 5.87583 -0.15401
H -0.77391 7.72399 1.26472
H 0.80130 7.28269 3.11678
Cl 1.96179 4.85495 4.02742
H 0.74457 3.12241 2.16318
H -1.22947 3.61095 -0.95911
H -1.84051 2.79804 0.50060
H -0.43369 -1.44611 1.65891
N 1.30558 -3.54662 1.59700
C 0.18816 -4.30542 1.89130
O 0.30846 -5.32695 2.53816
N -1.00120 -3.83029 1.42738
H -0.97490 -3.24640 0.60137
C -2.16686 -4.67741 1.51773
H -3.05079 -4.04107 1.43660
H -2.15005 -5.15759 2.49855
C -2.19054 -5.76527 0.43365
C -2.18887 -5.18396 -0.96066
O -1.69129 -4.13124 -1.27652
O -2.79573 -6.00619 -1.81647
C -2.85921 -5.60362 -3.18727
C -4.04160 -4.67931 -3.43841
H -4.10071 -4.44352 -4.49700
H -3.91707 -3.75571 -2.87844
H -4.96654 -5.15955 -3.12853
H -1.92268 -5.10255 -3.45299
H -2.95832 -6.53342 -3.75074
H -1.29100 -6.37775 0.54159
H -3.05751 -6.41476 0.54876
H 2.16772 -4.02420 1.82337
H 3.39669 -2.78635 0.26898
H 3.76199 -0.60014 -0.82220
H 0.89569 3.57858 -2.42298
H 1.06665 4.44142 -0.88913
H 3.28680 4.98584 0.04186
H 3.63220 3.26111 0.20218
H 4.74559 4.30371 -0.68141



Entry 4:
67
Properties=species:S:1:pos:R:3 method="wB97M-V/def2-TZVPD" charge=0 multiplicity=3 s_squared=2.001 fmax_ev_per_a=2.29 lumo_energy_ev="0.3 / 0.3"
Pr -0.31818 -1.53277 0.29016
N 2.10557 -0.73273 -0.56602
C 3.12037 -1.63596 -1.12120
C 2.46141 -2.58490 -2.10580
N 1.36753 -3.31261 -1.46916
C 1.75804 -4.52048 -0.73300
C 1.75054 -4.30632 0.77414
N 0.42137 -3.83605 1.18624
H 1.86361 -0.02178 -1.25184
H 2.51777 -0.26651 0.23517
H 3.56485 -2.19174 -0.29451
H 3.92517 -1.09393 -1.62749
H 3.21710 -3.25694 -2.53275
H 2.03889 -1.99637 -2.92447
H 0.69405 -3.57179 -2.17531
H 2.74604 -4.87551 -1.04698
H 1.03793 -5.30914 -0.96495
H 2.46956 -3.54055 1.06664
H 2.03376 -5.24277 1.26511
H 0.41931 -3.63801 2.18246
H -0.27801 -4.55464 1.02075
O 2.33698 -1.18196 2.18176
C 1.27919 -0.58464 2.38133
O 0.11899 -1.14450 2.38446
C 1.20287 0.93266 2.48121
P 0.02136 1.37788 1.10001
C 0.97756 2.45093 -0.03990
C 2.36321 2.54818 -0.08937
C 2.98372 3.33173 -1.05716
C 2.22721 4.03170 -1.98185
C 0.83966 3.95113 -1.93490
C 0.22460 3.16349 -0.97767
C -1.02503 2.62291 1.94026
C -0.60514 3.93377 2.15933
C -1.41049 4.80847 2.87087
C -2.63522 4.38106 3.36899
C -3.05432 3.07687 3.15479
C -2.25460 2.19609 2.43881
H 2.17064 1.42459 2.45033
H 0.69268 1.18604 3.41020
H 2.97983 2.01949 0.62703
H 4.06386 3.40179 -1.07814
H 2.71351 4.64489 -2.72903
H 0.24292 4.51116 -2.64475
H -0.85870 3.10993 -0.93126
H 0.34750 4.27469 1.77250
H -1.08166 5.82629 3.03803
H -3.26233 5.06742 3.92336
H -4.00793 2.74300 3.54255
H -2.57861 1.17188 2.27653
N -1.40564 0.99283 -3.36942
C -1.23321 -0.09513 -2.59551
O -0.39285 -0.06312 -1.65083
C -1.99355 -1.27014 -2.88395
C -2.95099 -1.32353 -3.91969
N -3.68895 -1.33439 -4.80603
C -1.74811 -2.32909 -2.01718
N -1.41402 -3.09861 -1.21315
H -0.90635 1.83115 -3.12791
H -2.12241 1.01659 -4.07434
F -2.13373 -2.31981 1.54387
C -3.03384 -1.15151 1.48504
F -2.42829 -0.49694 0.29811
C -4.30025 -1.76149 0.89991
F -4.15285 -2.44232 -0.26210
F -5.19508 -0.79288 0.66298
F -4.82885 -2.61707 1.78472



Entry 5:
57
Properties=species:S:1:pos:R:3 method="wB97M-V/def2-TZVPD" charge=0 fmax_ev_per_a=0.76 lumo_energy_ev=0.7 smiles="CCn1cc(CN2CCC(C(=O)Nc3cccc(-c4cccc(F)c4)c3)CC2)cn1"
C 1.11273 0.98449 2.32752
H 2.01172 1.04576 2.93391
H 0.24722 1.05422 2.98267
H 1.09957 0.01734 1.83027
C 1.11003 2.11699 1.30379
N -0.06414 2.08589 0.47130
C -1.33745 2.34730 0.82693
C -2.12818 2.16881 -0.29315
C -1.20869 1.80671 -1.29235
N 0.02205 1.75301 -0.81268
H -1.38817 1.60815 -2.33137
C -3.62029 2.30434 -0.39334
N -4.42739 1.11446 -0.18898
C -4.53276 0.17083 -1.27762
C -3.37496 -0.83351 -1.36251
H -3.58516 -1.56373 -2.14623
H -2.46683 -0.29925 -1.64014
C -3.19481 -1.55722 -0.02358
C -1.95186 -2.44606 -0.00913
O -1.99947 -3.62969 0.24101
N -0.80666 -1.75586 -0.26978
C 0.52316 -2.17994 -0.23211
C 0.90600 -3.48764 0.04750
C 2.25359 -3.79808 0.10205
C 3.22028 -2.82872 -0.09379
C 2.84668 -1.51586 -0.37620
C 1.49455 -1.20939 -0.46154
H 1.18846 -0.19816 -0.69146
C 3.84641 -0.45172 -0.55179
C 4.99514 -0.43363 0.23572
C 5.90808 0.58931 0.07640
C 5.72739 1.60565 -0.84340
C 4.58416 1.58274 -1.62437
C 3.65325 0.57044 -1.48068
H 2.77259 0.56583 -2.10377
H 4.41980 2.36348 -2.35155
H 6.46522 2.38623 -0.93727
F 7.01324 0.60041 0.85528
H 5.17277 -1.19300 0.98085
H 4.26578 -3.09349 -0.05134
H 2.55159 -4.81510 0.30905
H 0.15502 -4.23977 0.21963
H -0.90454 -0.77324 -0.48876
C -3.12115 -0.55943 1.14095
C -4.28768 0.43796 1.07987
H -5.22360 -0.10406 1.25955
H -4.17502 1.18905 1.86500
H -2.17734 -0.01371 1.11072
H -3.16006 -1.10304 2.08698
H -4.05530 -2.21533 0.13634
H -5.46883 -0.38080 -1.12922
H -4.61294 0.72499 -2.21554
H -3.87686 2.69687 -1.38146
H -3.94708 3.03469 0.35619
H -1.59586 2.64322 1.82392
H 1.15602 3.08401 1.81478
H 1.97059 2.02627 0.63697



Entry 6:
59
Properties=species:S:1:pos:R:3 method="wB97M-V/def2-TZVPD" charge=0 fmax_ev_per_a=1.04 lumo_energy_ev=-0.1 smiles="CC(C)Oc1cccc(-c2cc(C(=O)N3CCN(S(C)(=O)=O)CC3)c3ccccc3n2)c1"
C 7.81217 1.09416 -0.69605
H 8.78894 1.54992 -0.55831
H 7.89243 0.29980 -1.43418
H 7.12334 1.84507 -1.07570
C 7.31346 0.51405 0.62795
C 8.23215 -0.60020 1.11941
H 7.85979 -1.00325 2.05730
H 9.23723 -0.21682 1.26987
H 8.26028 -1.40165 0.38626
H 7.27102 1.30360 1.39260
O 6.02823 -0.07352 0.47380
C 4.91774 0.70056 0.39312
C 4.87715 2.08618 0.52777
C 3.66399 2.75022 0.44381
C 2.48868 2.06670 0.20983
C 2.51640 0.67906 0.06704
C 3.72685 0.00982 0.17040
H 3.75334 -1.06301 0.07300
C 1.29163 -0.09511 -0.17593
N 1.26122 -1.32377 0.28265
C 0.16538 -2.07761 0.09541
C 0.15794 -3.39609 0.59921
C -0.94071 -4.19166 0.43335
C -2.07494 -3.71464 -0.24347
C -2.10031 -2.44164 -0.74296
C -0.98705 -1.59483 -0.58387
C -0.93597 -0.26469 -1.07114
C 0.20028 0.47481 -0.87773
H 0.27193 1.47579 -1.27343
C -2.09100 0.29284 -1.84942
O -2.21124 0.10634 -3.04429
N -2.96267 1.04622 -1.13399
C -2.97185 1.17064 0.30431
H -2.04956 0.76965 0.72489
C -4.18525 0.42191 0.86963
N -5.37151 0.93433 0.23385
S -6.81055 0.79271 1.04079
O -7.78238 1.54170 0.30640
O -6.55742 1.12188 2.40983
C -7.26294 -0.96423 0.95343
H -7.38074 -1.23423 -0.08728
H -8.20018 -1.07735 1.48148
H -6.48502 -1.54059 1.43580
C -5.38074 0.80563 -1.20223
H -6.31082 1.24678 -1.55901
C -4.16587 1.54843 -1.76468
H -4.07306 1.38564 -2.83978
H -4.25991 2.61715 -1.55359
H -5.33155 -0.25138 -1.50829
H -4.29156 0.59856 1.93966
H -4.06089 -0.65742 0.68405
H -3.05777 2.23112 0.56265
H -2.96100 -2.07612 -1.28554
H -2.92725 -4.36598 -0.37152
H -0.94399 -5.20094 0.81805
H 1.04151 -3.74515 1.10968
H 1.55503 2.60603 0.16674
H 3.64512 3.82386 0.56266
H 5.77248 2.66071 0.70572



Entry 7:
61
Properties=species:S:1:pos:R:3 method="wB97M-V/def2-TZVPD" charge=+1 multiplicity=2 s_squared=0.851 fmax_ev_per_a=1.00 lumo_energy_ev="-4.2 / -4.4"
Re -0.21261 0.20701 0.14885
C 1.41363 2.82276 0.74886
N 0.49794 2.25031 -0.28245
C 1.23678 2.12196 -1.56674
C 2.26080 0.99416 -1.51291
N 1.71112 -0.29036 -0.96745
C 1.40099 -1.21596 -2.08542
C 2.69767 -0.91131 -0.07193
C 3.87279 -1.45343 -0.56993
C 4.79793 -2.01539 0.29660
C 4.55910 -2.02606 1.66474
C 3.40294 -1.45759 2.16508
C 2.46687 -0.89432 1.30028
S 1.04414 -0.08960 1.97123
C -0.66013 3.16225 -0.34199
C -0.59947 4.34214 -1.06788
C -1.69362 5.19307 -1.08249
C -2.82862 4.86895 -0.34918
C -2.87274 3.70037 0.38895
C -1.79142 2.81888 0.39736
S -1.86795 1.30217 1.31538
H 1.72521 3.81759 0.42442
H 2.28011 2.17986 0.88183
H 0.86968 2.89083 1.68851
H 1.77720 3.04712 -1.79250
H 0.51292 1.96063 -2.36645
H 3.12362 1.27670 -0.91030
H 2.62606 0.82412 -2.53000
H 2.29396 -1.43032 -2.67584
H 0.66066 -0.75220 -2.73613
H 1.00705 -2.14519 -1.67863
H 4.07852 -1.44397 -1.63046
H 5.70760 -2.44101 -0.09939
H 5.27744 -2.46764 2.33809
H 3.20704 -1.44515 3.22761
H 0.28828 4.60961 -1.62162
H -1.65433 6.10636 -1.65564
H -3.68089 5.53180 -0.35325
H -3.75351 3.44613 0.96173
C -2.12177 -3.53495 -1.24191
C -1.63759 -2.14573 -1.00915
N -0.94753 -1.79731 0.03928
N -0.46761 -2.83781 0.76631
C -0.39742 -2.76246 2.09695
N 0.38755 -3.73765 2.62257
S -1.16938 -1.67452 3.12526
C -1.96071 -1.07986 -1.94231
C -2.67073 -1.32367 -3.11773
C -3.01004 -0.27283 -3.94142
C -2.65688 1.01067 -3.55422
C -1.93553 1.18017 -2.39186
N -1.54068 0.16276 -1.60802
H -1.97955 -4.13060 -0.34573
H -1.58224 -4.01757 -2.05868
H -3.17928 -3.52157 -1.50148
H 0.74071 -4.45658 2.01308
H 0.32526 -3.91148 3.61239
H -2.95178 -2.33404 -3.36482
H -3.54968 -0.44729 -4.86027
H -2.93554 1.87639 -4.13482
H -1.66956 2.17138 -2.06412



Entry 8:
59
Properties=species:S:1:pos:R:3 method="wB97M-V/def2-TZVPD" charge=0 fmax_ev_per_a=1.13 lumo_energy_ev=0.5 smiles="COc1ccc(CCNC(=O)c2ccc(CS(=O)(=O)Cc3cccc(C)c3)o2)cc1OC"
C 1.28977 4.37693 0.37167
H 1.67911 4.71120 1.33945
O 2.11849 3.40762 -0.21528
C 2.31570 2.23414 0.44929
C 1.76734 1.90540 1.67479
C 1.98707 0.65217 2.23385
C 2.78895 -0.27480 1.59753
C 3.38423 0.07009 0.38531
C 3.14031 1.29359 -0.21013
O 3.61540 1.67273 -1.42346
C 4.22486 0.68741 -2.22820
H 4.37193 1.15480 -3.20046
H 3.58188 -0.19164 -2.33379
H 5.19767 0.38631 -1.82510
H 4.01145 -0.65393 -0.10826
C 2.89336 -1.69070 2.09824
H 2.44037 -1.76002 3.08873
H 3.93468 -2.00641 2.17475
C 2.15206 -2.63321 1.12015
N 0.98335 -1.98042 0.57725
C 1.05055 -1.35912 -0.62936
O 1.80766 -1.69635 -1.52346
C 0.11862 -0.23389 -0.78088
C -0.03517 0.64765 -1.82074
C -0.94658 1.62679 -1.37843
C -1.28492 1.28314 -0.09695
O -0.64032 0.15848 0.27213
C -2.23738 1.88344 0.84632
H -2.02522 2.92798 1.06496
H -2.30952 1.30530 1.76196
S -3.92855 1.97041 0.09392
O -4.87101 1.94069 1.17934
O -3.94784 3.12207 -0.76533
C -4.17559 0.49444 -0.96709
C -3.50483 -0.71442 -0.41635
C -3.65175 -1.03671 0.92953
C -3.01123 -2.14911 1.44225
C -2.24781 -2.96022 0.61852
C -2.11410 -2.67187 -0.73263
C -2.73818 -1.53449 -1.23317
H -2.63000 -1.29160 -2.28092
C -1.32365 -3.55729 -1.64412
H -1.93547 -3.87270 -2.48780
H -0.46040 -3.02561 -2.04102
H -0.97081 -4.44011 -1.11806
H -1.75911 -3.83257 1.02711
H -3.11593 -2.39323 2.48925
H -4.26622 -0.41079 1.55871
H -5.25980 0.39008 -0.98957
H -3.80866 0.76997 -1.95146
H -1.30826 2.47751 -1.91860
H 0.45610 0.59299 -2.76974
H 0.35220 -1.57291 1.25243
H 2.78601 -2.88106 0.26699
H 1.85861 -3.55656 1.62583
H 1.51472 0.40799 3.17452
H 1.13620 2.60592 2.19836
H 0.26567 4.00816 0.49885
H 1.28400 5.21634 -0.32164